C30H48BrMgN3P2 as an isolated structure at a distorted geometry, computed with ωB97M-V/def2-TZVPD.

Summary:
* HOMO-LUMO gap: 0.1838 hartree
* total charge: +2

The geometry in XYZ format:
```
85
Properties=species:S:1:pos:R:3:forces:R:3
N -6.86537 5.18033 -5.16523 -0.2 0.2 -0.4
C -6.61077 5.71639 -3.97249 0.3 -0.6 -0.2
C -5.76682 5.09191 -3.04745 0.1 -0.1 0.1
C -5.11713 3.87718 -3.37560 -0.9 0.4 -1.1
C -5.40623 3.34358 -4.66665 -0.5 0.7 0.1
C -6.29577 4.03208 -5.52595 0.8 -0.3 1.2
C -4.18662 3.21166 -2.44855 0.4 -0.5 -0.5
Mg 0.34421 0.00412 1.18008 0.3 -1.5 0.7
P 5.74349 -0.99669 0.16666 1.6 -0.8 -0.1
C -3.33276 2.24901 -2.87664 -1.1 0.7 -0.4
C -2.25757 1.64423 -2.12820 0.2 0.6 0.4
C -1.17582 1.16443 -2.88839 0.2 0.0 0.9
C 0.05004 0.92286 -2.26616 -1.2 0.0 -0.7
C 0.08712 1.03654 -0.89667 2.3 0.2 -0.5
C -0.98057 1.37974 -0.06314 -0.5 0.8 -0.4
C -2.18823 1.74273 -0.71980 0.9 -0.6 0.0
Br 2.26085 0.88636 -0.41476 -2.8 0.1 0.7
H -4.17313 3.57445 -1.41939 0.0 -0.1 -0.2
H -3.34045 2.01989 -3.94904 0.0 0.0 0.5
H -5.64667 5.59082 -2.08375 0.2 -0.3 -0.2
H -4.99646 2.40172 -5.02274 0.0 0.2 0.2
H -7.10532 6.67438 -3.76083 0.3 -0.5 0.0
H -6.54065 3.63303 -6.51835 0.1 0.2 0.5
H -1.29706 1.10017 -3.96567 0.2 0.0 0.1
H -3.05795 2.14184 -0.18543 0.5 -0.4 0.1
H 0.90618 0.69146 -2.88223 0.1 0.0 0.2
H -0.90520 1.41716 1.04826 -0.6 0.9 -0.8
P -0.55825 -2.23000 0.21637 -0.5 -0.8 -0.2
C 5.56692 0.76860 0.62717 -0.5 0.0 -0.3
C 6.63189 1.66252 -0.00534 -0.1 0.1 0.0
H 5.62823 0.82208 1.72535 -0.1 -0.1 -0.3
H 4.56022 1.09690 0.32376 0.1 0.3 0.2
H 6.46073 2.71035 0.26778 0.1 -0.2 -0.1
H 7.62949 1.37595 0.34416 -0.2 0.0 -0.1
H 6.61361 1.58075 -1.09736 0.1 0.1 0.1
C 4.92883 -1.38224 -1.44604 -0.2 0.5 0.2
C 5.64894 -2.57780 -2.10560 -0.1 0.2 -0.1
H 4.99188 -0.47599 -2.07045 -0.1 -0.3 0.0
H 3.86925 -1.61500 -1.25413 0.1 0.1 -0.3
H 5.29541 -2.71433 -3.13585 0.1 0.0 0.2
H 6.73506 -2.40357 -2.12205 -0.4 -0.1 0.0
H 5.45244 -3.51127 -1.55643 0.1 0.3 -0.1
C 4.65836 -1.81875 1.38635 -0.1 0.0 -0.1
C 5.52112 -2.10925 2.62501 -0.4 -0.1 0.2
H 4.26511 -2.75617 0.93970 0.2 0.5 0.2
H 3.82689 -1.10900 1.58038 0.0 -0.5 0.2
H 5.04910 -2.85770 3.26517 0.1 0.1 0.1
H 6.50802 -2.48301 2.31996 -0.3 0.1 0.1
H 5.66104 -1.20030 3.22072 0.1 -0.2 -0.1
C -0.57370 -3.62210 1.42169 0.3 0.3 0.5
C -1.58140 -4.75731 1.25747 -0.2 -0.2 0.0
H -0.67831 -3.15273 2.41094 0.1 -0.4 -0.1
H 0.44274 -4.03115 1.34974 -0.1 0.1 0.3
H -2.58064 -4.49435 1.62434 0.3 0.0 -0.2
H -1.66932 -5.10869 0.22240 0.1 0.1 0.2
H -1.24844 -5.61262 1.85458 0.0 0.2 -0.1
C 0.56592 -2.87462 -1.09682 0.3 0.2 0.0
C 0.11908 -2.66675 -2.54099 0.0 0.0 -0.3
H 0.68079 -3.94653 -0.88365 0.1 0.3 -0.1
H 1.53823 -2.37587 -0.93879 -0.2 -0.4 0.0
H -0.77737 -3.25727 -2.77128 0.2 0.3 0.0
H -0.06978 -1.60839 -2.76921 -0.1 -0.4 0.1
H 0.91487 -3.00103 -3.21891 -0.2 0.0 0.2
C -2.22350 -2.35084 -0.56728 -0.1 0.4 -0.1
C -3.41423 -1.96466 0.32518 -0.2 -0.1 0.0
H -2.32884 -3.39449 -0.92824 0.1 0.7 0.1
H -2.19740 -1.67260 -1.44083 -0.1 -0.4 0.2
H -4.31895 -1.94531 -0.30382 0.3 0.0 0.3
H -3.60574 -2.69621 1.13154 0.2 0.4 -0.3
H -3.29081 -0.95995 0.76701 0.0 -0.4 -0.2
C 0.45527 2.91062 5.82925 0.2 0.5 0.3
C -0.06703 1.87009 4.93741 -0.6 -0.5 0.0
C -1.20074 1.07854 5.06204 0.2 -0.1 -0.3
C -1.23884 0.22430 3.96189 0.8 1.1 0.1
N -0.16480 0.48805 3.16160 0.1 0.0 -0.3
N 0.52580 1.50411 3.79547 -0.2 -0.3 -0.2
C -2.34469 -0.72783 3.70466 -0.4 -0.5 -0.3
H -0.28939 3.69041 5.99550 0.0 0.0 -0.1
H 0.71433 2.50865 6.80961 0.0 -0.1 -0.1
H 1.34666 3.35953 5.40880 0.2 0.2 0.0
H -1.93830 1.10514 5.83804 0.0 0.1 0.3
H 1.38419 1.89696 3.41159 -0.4 -0.3 0.2
H -2.67122 -1.18533 4.65240 0.2 0.2 -0.3
H -3.22991 -0.19273 3.31213 0.4 -0.2 0.0
H -2.07413 -1.54117 3.01403 -0.1 0.3 0.2
```
Positions in Å, forces in eV/Å.



C10H7NO2 as an isolated structure at a distorted geometry, computed with ωB97M-V/def2-TZVPD.

Summary:
* HOMO-LUMO gap: 0.2821 hartree
* energy above the lowest of the compared OMol25 structures with the same formula, charge and spin: 6.490 eV

The geometry in XYZ format:
```
20
Properties=species:S:1:pos:R:3:forces:R:3
C -1.85639 0.63906 -0.19870 -1.8 5.1 2.1
C -1.30641 2.03369 -0.07125 4.1 -2.8 -0.3
C 0.08258 2.16738 0.22690 1.8 1.8 1.1
C 0.97507 1.02893 0.14052 -0.4 -6.0 -0.1
C 2.47583 0.79370 -0.05109 -2.2 3.7 -1.1
C 2.58530 -1.39843 -0.21249 -0.5 1.2 1.0
C 1.15548 -1.44324 0.00321 3.0 -1.0 -1.3
C 0.26406 -0.30509 0.14130 2.2 -0.5 0.9
C -1.21132 -0.47299 0.32620 4.1 3.9 -2.8
C -1.81125 -1.65301 0.36495 -5.7 -7.6 -0.3
H -3.45359 -0.24597 -0.30969 -0.2 2.2 -0.2
H -2.00192 2.71857 -0.47724 -0.3 1.3 0.6
H 0.83484 3.07955 0.74753 -3.2 -1.8 -2.1
H 2.89960 1.74396 -0.35858 0.6 0.2 0.6
H 3.31565 -2.25259 -0.28768 -1.7 0.3 -0.1
H 1.13069 -2.50410 -0.30242 -2.5 0.3 0.8
H -1.11022 -2.61158 1.17477 -2.5 2.7 -2.9
N 3.26574 -0.23936 -0.28246 -1.9 0.4 0.8
O -3.19551 0.81898 -0.31370 1.0 -5.0 -0.5
O -3.03823 -1.89747 -0.26008 6.2 1.5 3.8
```
Positions in Å, forces in eV/Å.



C20H27BMnNO3 as an isolated structure at a distorted geometry, computed with ωB97M-V/def2-TZVPD.

Summary:
* multiplicity: 5
* HOMO-LUMO gap (alpha / beta): 0.2836 / 0.2956 hartree
* energy above the lowest of the compared OMol25 structures with the same formula, charge and spin: 0.766 eV

The geometry in XYZ format:
```
53
Properties=species:S:1:pos:R:3:forces:R:3
Mn 0.77960 0.22094 0.44397 0.1 1.0 0.4
C -2.88664 0.34446 3.02330 -0.2 0.3 0.1
C -3.16110 1.70993 3.03929 0.4 -0.3 -0.2
C -2.27406 2.57105 2.42013 -0.1 -0.1 0.1
C -1.12698 2.07661 1.80416 -0.1 -1.0 0.1
N -0.86417 0.73745 1.80060 -0.8 0.4 0.4
C -1.73229 -0.08456 2.40410 0.3 0.1 -0.1
C -0.15329 2.89434 1.08802 0.9 -0.2 -0.8
C -0.15923 4.29077 1.12059 -0.1 -0.2 0.1
C 0.74105 5.01872 0.37003 0.1 0.1 0.0
C 1.67703 4.35959 -0.41411 0.0 0.0 0.1
C 1.70537 2.97727 -0.43850 -0.1 -0.5 0.1
C 0.80534 2.19754 0.29966 -0.4 1.1 0.0
H -3.55022 -0.36469 3.49279 0.0 -0.1 0.0
H -4.04441 2.08793 3.52880 -0.1 0.1 0.0
H -2.46886 3.62988 2.40823 0.0 0.1 0.0
H -1.46960 -1.13674 2.40882 0.0 0.0 -0.1
H -0.86625 4.81395 1.74658 -0.1 0.1 0.0
H 0.71879 6.09837 0.39601 0.0 0.1 0.0
H 2.38022 4.92423 -1.00985 0.1 0.0 0.0
H 2.42993 2.47049 -1.06360 0.1 0.1 0.0
C 3.39931 -0.45119 3.34467 0.1 0.0 -0.6
C 3.42703 -0.74757 1.83411 0.7 -0.4 0.5
C 3.71567 -2.23849 1.58130 0.0 0.5 0.0
O 2.24772 -0.39614 1.24931 0.1 -0.4 0.2
H 4.35287 -0.71901 3.79107 0.1 0.0 0.2
H 2.60994 -1.02171 3.82972 -0.1 -0.1 0.0
H 3.20454 0.60660 3.50722 0.0 0.1 0.0
H 4.25256 -0.15292 1.38652 -0.1 -0.2 0.1
H 2.96674 -2.85348 2.07719 -0.1 0.0 0.1
H 4.69842 -2.50683 1.95853 0.2 -0.1 0.0
H 3.67208 -2.43675 0.51205 0.0 0.0 -0.1
C -0.39486 -1.38920 -4.28256 -0.1 0.2 0.4
C -1.18721 -1.13153 -2.99572 0.0 -0.4 -0.4
C -2.66913 -1.00579 -3.34164 0.4 0.1 0.2
O -0.72126 0.12429 -2.48709 0.0 0.8 0.0
B 0.06921 -0.05231 -1.39756 -0.8 -0.8 -0.7
O 0.08089 -1.41237 -1.03211 0.3 0.0 0.0
C -0.86824 -2.13901 -1.82860 -0.5 -0.4 -0.2
C -0.23994 -3.45433 -2.28293 0.0 0.4 0.2
C -2.07465 -2.43371 -0.93065 0.3 0.2 -0.1
H -0.50403 -0.50849 -4.91098 0.0 0.0 -0.1
H -0.76559 -2.25569 -4.82145 0.0 -0.1 -0.1
H 0.66251 -1.51263 -4.06701 0.1 -0.1 0.0
H -2.77651 -0.26265 -4.12670 0.0 0.0 -0.1
H -3.24895 -0.67265 -2.48707 -0.1 0.0 0.1
H -3.05745 -1.95676 -3.69728 -0.1 -0.1 0.0
H 0.72837 -3.28010 -2.74250 0.0 0.0 -0.1
H -0.89268 -3.95494 -2.99425 0.0 -0.1 -0.1
H -0.09220 -4.09961 -1.41889 0.0 -0.1 0.0
H -2.49551 -1.50418 -0.54996 -0.1 0.0 0.0
H -1.73998 -3.02778 -0.08087 0.0 0.0 0.0
H -2.83989 -2.99063 -1.46490 -0.1 0.0 0.0
```
Positions in Å, forces in eV/Å.



A 2-piece molecular cluster, C5H14S overall at a distorted geometry, computed with ωB97M-V/def2-TZVPD.

Summary:
* HOMO-LUMO gap: 0.3479 hartree
* energy above the lowest of the compared OMol25 structures with the same formula, charge and spin: 0.408 eV
* SMILES string: CCSC.CC

The geometry in XYZ format:
```
20
Properties=species:S:1:pos:R:3:forces:R:3
C -2.72090 0.55570 -0.47617 -1.0 -0.8 0.6
C -1.27484 0.13596 -0.45321 -0.1 -0.6 0.0
S -0.10969 1.48011 -0.27997 0.7 0.4 0.2
C 0.06051 1.68121 1.51366 0.0 0.2 0.4
H -3.39526 -0.31174 -0.39822 0.3 -0.1 -0.5
H -3.01828 1.12319 -1.35839 0.2 0.2 0.2
H -2.99173 1.04180 0.45636 0.2 0.8 -0.1
H -1.09731 -0.61729 0.32282 0.0 0.2 0.0
H -1.00160 -0.36930 -1.38092 0.0 0.1 -0.1
H 0.32801 0.76269 2.04102 -0.3 -0.2 -0.3
H 0.89454 2.35382 1.72113 0.0 0.1 -0.4
H -0.81115 2.15105 1.97784 0.0 -0.3 -0.1
C 1.28279 -2.35048 -0.15008 0.7 0.8 -1.0
C 2.81664 -2.53071 -0.05844 -0.5 0.5 -0.2
H 0.94022 -2.99912 -0.94946 -0.4 -0.8 0.4
H 0.73042 -2.42929 0.77821 0.0 -0.4 0.1
H 1.01320 -1.39981 -0.62534 0.4 0.3 0.6
H 3.34709 -1.89990 0.65533 -0.4 0.1 0.2
H 3.23195 -2.25258 -1.03176 0.1 -0.4 0.1
H 3.06396 -3.55489 0.19019 0.1 -0.3 -0.1
```
Positions in Å, forces in eV/Å.



C5H6O as an isolated structure, computed with ωB97M-V/def2-TZVPD.

Summary:
* HOMO-LUMO gap (alpha / beta): 0.2530 / 0.2531 hartree
* energy above the lowest of the compared OMol25 structures with the same formula, charge and spin: 5.929 eV

The geometry in XYZ format:
```
12
Properties=species:S:1:pos:R:3:forces:R:3
C 0.01086 1.33193 0.28322 0.0 0.1 -0.1
C -0.38757 -0.08170 0.72694 -0.1 0.0 0.1
C -1.36517 -0.79643 0.01760 0.0 0.0 0.0
O -0.76934 -1.27596 -1.04285 -0.1 0.1 0.1
C 0.56030 -0.96052 -0.60986 0.5 -0.1 -0.3
C 1.70084 -1.14960 -1.11014 -0.3 0.1 0.2
H 1.05415 1.51246 0.55981 -0.1 -0.1 -0.1
H -0.07580 1.46710 -0.79734 0.0 0.0 0.1
H -0.62150 2.07336 0.78464 0.1 -0.1 0.0
H -0.42012 -0.16501 1.81697 0.0 0.0 -0.2
H -2.38348 -1.12113 0.21656 0.1 0.1 0.0
H 2.69685 -0.83449 -0.84554 -0.1 0.0 0.0
```
Positions in Å, forces in eV/Å.



One molecule with the formula C3H3N3O at a distorted geometry, computed with ωB97M-V/def2-TZVPD.

Summary:
* HOMO-LUMO gap: 0.3440 hartree
* energy above the lowest of the compared OMol25 structures with the same formula, charge and spin: 3.027 eV
* SMILES string: [H]/N=N\C(C=C=O)=N/[H]

The geometry in XYZ format:
```
10
Properties=species:S:1:pos:R:3:forces:R:3
H -1.38783 1.00372 -0.31092 0.1 0.1 -0.1
N -0.73246 1.77200 -0.56846 0.4 -0.2 0.0
N 0.44735 1.43075 -0.53024 -0.3 0.2 0.0
C 0.83270 0.07962 -0.13541 0.2 -0.2 0.0
C -0.14688 -0.94197 0.25564 -0.1 0.0 0.0
C -1.41220 -0.81975 0.61380 -0.7 0.0 0.2
O -2.52976 -0.80204 0.94327 1.0 0.0 -0.2
N 2.06769 -0.20462 -0.16913 -0.4 0.1 -0.1
H 2.58096 0.61835 -0.49426 0.0 -0.1 0.0
H 0.23004 -1.95842 0.29667 0.0 0.1 0.0
```
Positions in Å, forces in eV/Å.